No. 1
24
Properties=species:S:1:pos:R:3:forces:R:3 method="wB97M-V/def2-TZVPD" homo_lumo_gap_ev="7.10 / 7.13" e_homo_ev="-13.10 / -13.20" lumo_ev="-6.00 / -6.07" total_charge=+1 energy_ha=-646.21252
C 3.318 0.643 -0.704 -1.23 -0.87 0.37
C 3.258 0.550 0.802 1.23 0.72 -2.88
C 1.797 -0.654 -0.083 1.87 1.44 1.03
C -0.266 -1.913 -0.334 -2.69 1.50 -0.06
C -1.255 1.237 -1.554 2.56 1.14 1.61
C -1.625 -0.670 1.791 -1.77 -2.27 -1.13
C -0.736 0.885 -0.129 -1.69 1.19 0.06
C -1.561 -0.268 0.324 1.10 -0.99 1.07
N 2.349 -0.122 -1.179 -0.30 -0.38 -0.61
N 2.338 -0.282 1.132 -0.78 -0.33 0.54
O -0.912 -2.826 -0.599 -0.45 -1.44 -0.49
O -2.501 -0.539 -0.528 -1.19 -0.65 0.33
O 0.881 -1.587 -0.042 2.70 -1.29 0.48
H 3.945 1.140 -1.431 0.25 0.31 0.47
H 3.980 1.134 1.319 0.00 -0.05 1.39
H -0.756 2.150 -1.747 0.29 1.27 -0.50
H -2.285 1.382 -1.662 -1.34 0.02 0.06
H -0.839 0.597 -2.256 0.33 -1.59 -1.47
H -2.197 0.050 2.258 -1.79 2.17 0.72
H -0.767 -0.545 2.386 1.79 -0.44 0.07
H -2.244 -1.599 2.090 1.40 1.01 -1.00
H 0.417 0.713 -0.074 -2.42 0.95 0.29
H -1.203 1.766 0.520 1.80 -1.57 -0.67
H -3.136 -1.243 -0.298 0.34 0.13 0.33

No. 2
25
Properties=species:S:1:pos:R:3:forces:R:3 method="wB97M-V/def2-TZVPD" homo_lumo_gap_ev="5.91 / 7.64" e_homo_ev="-12.29 / -13.87" lumo_ev="-6.38 / -6.22" total_charge=+1 energy_ha=-721.41808
C 2.752 -0.153 0.523 -0.35 0.30 -0.37
C -0.856 -0.424 -0.364 4.24 1.84 0.34
C 0.417 0.158 -0.305 -3.87 -0.11 -0.61
C -2.075 0.336 -0.203 -1.17 0.38 0.32
C 5.083 -0.574 0.504 -1.89 -0.32 0.01
C 1.522 -0.715 -0.073 2.13 0.19 0.49
C 0.553 1.661 -0.408 1.22 -1.34 -0.34
C -4.361 0.017 0.448 2.08 0.26 0.14
N 3.783 -0.907 0.442 1.91 -0.02 0.29
N 1.567 -1.966 -0.450 -3.13 2.04 -0.35
O -2.176 1.531 -0.189 -0.47 0.52 -0.33
O 5.615 0.434 -0.180 1.12 -1.67 1.40
O 4.826 1.172 -0.858 -1.30 1.31 -0.81
O -3.043 -0.508 0.074 -0.80 -0.44 -0.51
H 2.763 0.804 1.059 -0.11 -0.24 -0.59
H -0.919 -1.448 -0.206 -0.50 -1.75 0.13
H 5.721 -1.245 1.052 0.68 0.20 -0.31
H -0.438 2.040 -0.457 -0.44 0.79 1.17
H 0.862 1.949 -1.405 0.93 -0.20 -0.31
H 1.284 1.982 0.338 -0.60 0.68 -0.21
H -5.048 -0.158 -0.317 -1.20 -1.50 -1.00
H -4.344 1.083 0.395 0.42 0.86 1.01
H -4.446 -0.468 1.399 -1.15 0.26 0.41
H 0.692 -2.268 -0.856 0.47 -0.75 -0.32
H 2.356 -2.522 -0.396 1.79 -1.28 0.36

No. 3
22
Properties=species:S:1:pos:R:3:forces:R:3 method="wB97M-V/def2-TZVPD" homo_lumo_gap_ev="6.01 / 6.18" e_homo_ev="-11.27 / -11.58" lumo_ev="-5.26 / -5.40" total_charge=+1 energy_ha=-818.75707
C 1.621 -0.680 -0.225 -1.20 1.49 -1.16
C 0.282 -0.362 -0.376 -0.56 -2.74 -1.26
C 2.070 1.712 -0.028 -3.25 -0.08 -0.08
C 2.521 0.390 -0.065 -1.58 0.32 -0.08
C -0.259 0.971 -0.446 2.46 -2.53 1.05
C 0.663 1.974 -0.186 3.30 -1.05 0.15
C 3.886 0.049 0.202 1.13 0.50 0.30
C -3.284 -1.338 0.353 -2.67 2.43 1.25
N -1.478 1.311 -0.686 -3.24 1.69 -0.64
N -4.618 -1.619 0.511 2.62 -0.20 0.06
S -3.003 1.046 -0.892 1.17 -1.26 0.39
H 2.053 -1.638 -0.523 -0.50 -0.01 0.70
H -0.339 -1.264 -0.680 0.33 1.40 0.46
H 2.661 2.584 0.164 0.67 -0.04 0.06
H 4.415 0.960 0.104 1.15 0.83 0.42
H 3.868 -0.286 1.243 0.70 -0.29 -0.16
H 4.353 -0.617 -0.506 -0.11 -0.75 0.07
H -2.775 -0.608 1.030 -0.90 -1.12 -0.26
H -2.623 -1.785 -0.344 -0.14 -0.96 -0.62
H -5.211 -1.291 1.255 0.63 0.82 0.43
H -5.075 -2.429 0.140 0.42 -0.40 -1.02
H 0.271 2.922 -0.046 -0.43 1.95 -0.05

No. 4
22
Properties=species:S:1:pos:R:3:forces:R:3 method="wB97M-V/def2-TZVPD" homo_lumo_gap_ev=8.54 e_homo_ev=-7.98 lumo_ev=0.56 total_charge=0 energy_ha=-475.46602
C 2.632 0.827 -1.817 -0.67 2.22 -1.54
C 2.061 2.444 0.207 0.46 1.89 -0.32
C -0.746 -0.438 0.528 -4.15 0.52 1.10
C -2.000 0.112 0.976 1.38 -0.33 0.10
C -3.069 -0.730 1.078 -4.17 -2.57 2.07
C -3.020 -2.159 0.892 4.38 0.15 -1.79
C -1.694 -2.692 0.479 -2.30 2.06 -0.98
C -0.666 -1.721 0.087 0.38 -4.41 0.43
H 3.670 1.041 -1.766 1.00 0.33 0.47
H 2.504 -0.218 -1.902 -0.11 -1.02 0.11
H 2.293 1.255 -2.835 0.19 -0.31 1.63
H 2.901 3.028 -0.594 -2.99 -0.70 2.76
H 0.714 2.872 0.441 4.64 -0.76 -0.63
H 2.756 2.402 1.387 -2.48 -0.56 -3.65
H -1.929 1.203 1.193 -0.65 -1.11 0.04
H -4.146 -0.602 1.596 2.50 1.21 -1.51
H -3.902 -2.813 0.801 0.52 0.54 0.75
H -1.620 -3.792 0.268 0.23 1.32 0.11
H 0.255 -2.154 -0.455 -1.41 0.98 1.25
N 1.830 1.303 -0.669 1.11 -2.14 0.02
N 0.978 0.295 -0.420 0.17 2.22 0.45
N 0.199 0.536 0.524 1.95 0.47 -0.87

No. 5
26
Properties=species:S:1:pos:R:3:forces:R:3 method="wB97M-V/def2-TZVPD" homo_lumo_gap_ev=7.84 e_homo_ev=-7.64 lumo_ev=0.20 total_charge=0 energy_ha=-1099.47841
C 1.933 -0.297 2.323 0.22 0.31 2.05
C 1.993 -1.419 1.472 1.78 -0.63 0.05
C 1.265 0.856 1.951 0.19 1.29 -0.75
C 1.462 -1.318 0.213 -1.25 -0.05 -0.87
C 0.733 0.971 0.661 0.41 -3.71 0.89
C 0.760 -0.157 -0.185 1.25 -0.33 1.12
C -0.525 1.407 -1.110 -0.15 -3.96 -1.58
C -0.109 -0.675 -2.507 -0.39 0.10 1.58
N -0.126 1.818 0.076 0.43 1.84 -0.87
N 0.041 0.160 -1.305 0.70 1.41 -0.58
N -3.148 0.925 1.068 -0.21 -0.72 0.84
O -3.729 0.529 -1.530 0.47 0.43 0.72
O -2.251 -0.979 -0.321 0.61 -1.24 0.38
O -2.920 -0.157 1.976 0.27 -0.09 0.77
S -2.619 0.405 -0.561 -2.81 1.10 -0.84
H 2.311 -0.232 3.401 -0.23 -0.69 -1.82
H 2.632 -2.376 1.596 -1.32 1.85 0.62
H 1.260 1.776 2.543 -0.06 -0.64 0.31
H 1.468 -2.231 -0.374 0.00 0.33 -0.33
H -0.991 1.828 -1.991 0.14 0.94 0.56
H 0.692 -1.432 -2.393 -0.49 0.47 -0.71
H -1.103 -1.167 -2.337 0.76 0.30 -0.99
H 0.005 0.015 -3.365 -0.23 -0.96 0.16
H -0.357 2.690 0.402 -0.67 2.22 1.05
H -4.102 1.227 1.364 0.67 -0.27 -1.53
H -2.900 -1.003 1.478 -0.08 0.72 -0.23

No. 6
23
Properties=species:S:1:pos:R:3:forces:R:3 method="wB97M-V/def2-TZVPD" homo_lumo_gap_ev=9.00 e_homo_ev=-8.44 lumo_ev=0.56 smiles="Cc1ccccc1NNC(N)=S" total_charge=0 energy_ha=-873.79614
C -0.711 2.110 0.074 2.79 -0.06 0.12
C -1.252 0.689 0.280 -2.24 -0.60 -1.93
C -2.492 0.298 -0.382 2.46 -0.75 -1.81
C -2.709 -1.061 -0.712 -1.14 3.39 1.34
C -2.050 -2.089 -0.186 1.81 -3.12 0.72
C -0.890 -1.825 0.601 -1.30 2.38 -0.24
C -0.519 -0.399 0.775 0.04 -2.26 0.66
C 2.640 -0.201 -0.081 -1.52 3.10 0.05
H -0.156 2.486 0.983 -0.65 -0.51 -0.58
H 0.247 1.955 -0.702 -2.96 0.88 1.46
H -1.430 2.951 -0.146 0.61 -1.43 -0.35
H -3.002 0.869 -1.184 0.20 0.82 1.40
H -3.596 -1.257 -1.224 -1.19 -0.30 -1.21
H -2.500 -3.089 -0.560 1.52 1.25 1.32
H -0.353 -2.606 1.150 0.03 0.38 -0.50
H 1.033 -1.043 1.772 1.54 -1.79 0.70
H 1.805 1.520 0.755 -0.76 -2.45 0.52
H 3.250 1.536 -0.953 0.42 0.44 -0.53
H 4.168 0.052 -1.460 -1.07 1.00 0.77
N 0.729 -0.162 1.507 -2.44 2.01 -1.26
N 1.609 0.466 0.655 4.06 2.50 -1.87
N 3.488 0.571 -0.870 -0.64 -1.19 1.11
S 2.691 -1.770 -0.091 0.43 -3.70 0.10